Version a
DFT (ωB97M-V with the def2-TZVPD basis set) results for a 3-piece molecular cluster, CH7NO2 overall.

SMILES: C=N.O.O
HOMO in eV: -10.572

Geometry as ORCA input:
```
! wB97M-V def2-TZVPD RIJCOSX def2/J DEFGRID3
* xyz 0 1
C 3.2335 -1.2657 -1.7369
N 2.7321 -1.4562 -0.5802
H 3.7158 -0.3095 -1.8991
H 3.1293 -2.0702 -2.4519
H 2.3288 -2.3947 -0.5499
O -0.3471 -0.5210 -1.5240
H -0.3548 -0.7754 -0.6006
H 0.4930 -0.1134 -1.6382
O -4.8091 2.7455 3.9309
H -5.6679 2.6340 3.5572
H -4.4535 3.5267 3.4927
*
```



Version b
DFT (ωB97M-V with the def2-TZVPD basis set) results for a 2-piece molecular cluster, CH7NO2 overall.

SMILES: NCO.O
HOMO in eV: -9.991

Geometry as ORCA input:
```
! wB97M-V def2-TZVPD RIJCOSX def2/J DEFGRID3
* xyz 0 1
N -0.8031 -1.8489 -0.7799
C -1.6063 -0.6514 -0.9043
O -0.7696 0.2887 -1.6194
H -0.1865 -1.8352 -1.5720
H -0.2370 -1.6885 0.0397
H -2.5955 -0.7594 -1.3457
H -1.7755 -0.2072 0.0771
H -1.2802 1.0667 -1.8784
O 2.7494 1.9442 2.9094
H 2.1575 1.8265 2.1604
H 3.2240 1.1282 3.0732
*
```



Relative energies with respect to the most stable structure, expressed in hartree: version a 0.0187; version b 0.0000.



Version a
DFT (ωB97M-V with the def2-TZVPD basis set) results for a 3-piece molecular cluster, CH7NO2 overall.

SMILES: C=N.O.O
HOMO in eV: -10.749

Geometry as ORCA input:
```
! wB97M-V def2-TZVPD RIJCOSX def2/J DEFGRID3
* xyz 0 1
C 0.4481 0.9153 -3.2919
N 0.7024 -0.2164 -2.7767
H 0.4487 1.8297 -2.6954
H 0.2231 1.0215 -4.3582
H 0.6547 -0.9383 -3.4922
O -0.2429 -0.7955 0.1490
H -0.8051 -0.5874 -0.6028
H 0.6215 -0.9219 -0.2692
O -0.7862 0.0491 4.9236
H -0.5760 0.6569 5.6410
H -0.2596 0.3248 4.1614
*
```



Version b
DFT (ωB97M-V with the def2-TZVPD basis set) results for a 3-piece molecular cluster, CH7NO2 overall.

SMILES: C=N.O.O
HOMO in eV: -9.530

Geometry as ORCA input:
```
! wB97M-V def2-TZVPD RIJCOSX def2/J DEFGRID3
* xyz 0 1
C -1.5939 -0.8096 -1.1000
N -1.9835 0.3496 -1.3126
H -1.0073 -1.1431 -0.2389
H -1.7289 -1.6770 -1.7750
H -2.5603 0.6153 -2.1011
O 3.6756 4.2268 -1.9683
H 3.9788 4.5967 -2.8052
H 3.7429 4.8658 -1.2560
O -0.9456 -3.9015 3.9827
H -0.5214 -3.3048 4.6130
H -0.2160 -4.3857 3.5849
*
```



Relative energies with respect to the most stable structure, expressed in hartree: version a 0.0000; version b 0.0138.



Version a
DFT (ωB97M-V with the def2-TZVPD basis set) results for a 2-piece molecular cluster, H3N2O2P overall.

HOMO (alpha / beta) in eV: -10.079 / -10.061

Geometry as ORCA input:
```
! wB97M-V def2-TZVPD RIJCOSX def2/J DEFGRID3
* xyz 0 1
N 0.3504 -1.5202 -0.9244
N -0.8591 0.7762 0.6598
O -1.6678 0.1045 1.2237
O -1.0604 1.6473 -0.1641
P 0.8345 0.1587 1.2098
H 1.0108 -1.3773 -1.5954
H -0.3639 -0.8375 -0.9943
H 1.7554 1.0483 0.5850
*
```



Version b
DFT (ωB97M-V with the def2-TZVPD basis set) results for a 2-piece molecular cluster, H3N2O2P overall.

HOMO in eV: -9.979

Geometry as ORCA input:
```
! wB97M-V def2-TZVPD RIJCOSX def2/J DEFGRID3
* xyz 0 1
N 1.1493 -0.2829 -0.6372
N -0.8073 0.1310 0.9321
O -0.3183 -0.8776 1.4277
O -1.7126 0.6855 1.5078
P 0.0891 0.9894 -0.3581
H 2.0919 0.1308 -0.8192
H 1.2121 -1.2734 -0.8072
H -1.7042 0.4973 -1.2458
*
```



Relative energies with respect to the most stable structure, expressed in hartree: version a 0.0668; version b 0.0000.